Here is 2 unconnected molecules or ions with the total composition C4H10O2 at a distorted geometry from the Open Molecules 2025 dataset. Energies are from wB97M-V/def2-TZVPD.

Last columns: bonded neighbours and bond lengths (Å).
Atoms and positions in Å:
1 C 1.60 -1.59 -1.27  C2 1.562, H6 1.091, H7 1.082, H8 1.120
2 C 0.14 -1.16 -0.92  C1 1.562, C3 1.301, H9 1.031
3 C -0.67 -1.84 -0.15  C2 1.301, O4 1.410, C5 1.531
4 O -0.40 -3.08 0.46  C3 1.410, H10 1.010
5 C -1.97 -1.23 0.37  C3 1.531, H11 1.082, H12 1.146, H13 1.121
6 H 1.95 -2.59 -0.98  C1 1.091
7 H 1.78 -1.43 -2.32  C1 1.082
8 H 2.21 -0.90 -0.64  C1 1.120
9 H -0.21 -0.38 -1.51  C2 1.031
10 H -0.45 -2.69 1.39  O4 1.010
11 H -2.84 -1.85 0.20  C5 1.082
12 H -1.89 -0.89 1.46  C5 1.146
13 H -2.21 -0.30 -0.21  C5 1.121
14 H 0.95 6.93 2.10  O16 0.971
15 H 0.73 6.66 0.64  O16 1.013
16 O 1.29 6.33 1.42  H14 0.971, H15 1.013

Output
**SMILES string**: C/C=C(/C)O.O
**Orbital gap**: 9.9 eV
**LUMO energy**: 0.90 eV
**F_max**: 4.38 eV/A



Here is C2H4NO2P in the gas phase at a distorted geometry from the Open Molecules 2025 dataset. Energies are from wB97M-V/def2-TZVPD.

Last columns: bonded neighbours and bond lengths (Å).
Atoms and positions in Å:
1 C -0.64 -0.91 0.70  C2 1.555, N3 1.273, O4 1.277
2 C 0.49 -0.21 -0.10  C1 1.555, H7 1.122, H8 1.096, H9 1.044
3 N -1.82 -0.43 0.76  C1 1.273, H10 1.031
4 O -0.22 -1.83 1.48  C1 1.277, P6 1.637
5 O 0.09 -3.72 2.95  P6 1.462
6 P -0.98 -3.10 2.17  O4 1.637, O5 1.462
7 H 1.41 -0.84 -0.20  C2 1.122
8 H 0.09 -0.05 -1.11  C2 1.096
9 H 0.73 0.60 0.51  C2 1.044
10 H -1.83 0.39 0.14  N3 1.031

Output
**SMILES string**: [H]/N=C(\C)OP=O
**Orbital gap**: 9.9 eV
**LUMO energy**: -0.54 eV
**F_max**: 4.76 eV/A



Here is C6H6 in the gas phase at a distorted geometry from the Open Molecules 2025 dataset. Energies are from wB97M-V/def2-TZVPD.

Last columns: bonded neighbours and bond lengths (Å).
Atoms and positions in Å:
1 C 3.08 0.13 0.38  C2 1.203, H7 1.066
2 C 1.90 -0.04 0.60  C1 1.203, C3 1.462
3 C 0.48 -0.26 0.87  C2 1.462, C4 1.507, H8 1.098, H9 1.095
4 C -0.31 -0.55 -0.38  C3 1.507, C5 1.303, H11 1.086
5 C -1.57 -0.23 -0.46  C4 1.303, C6 1.301
6 C -2.57 0.52 -0.81  C5 1.301, H10 1.082, H12 1.086
7 H 4.12 0.27 0.21  C1 1.066
8 H 0.05 0.60 1.38  C3 1.098
9 H 0.38 -1.12 1.54  C3 1.095
10 H -2.09 1.30 -1.38  C6 1.082
11 H 0.17 -1.00 -1.25  C4 1.086
12 H -3.64 0.38 -0.70  C6 1.086

Output
**SMILES string**: C#CCC=C=C
**Orbital gap**: 10.3 eV
**LUMO energy**: 0.88 eV
**F_max**: 1.37 eV/A



Here is 2 unconnected molecules or ions with the total composition C2H3F2N at a distorted geometry from the Open Molecules 2025 dataset. Energies are from wB97M-V/def2-TZVPD.

Last columns: bonded neighbours and bond lengths (Å).
Atoms and positions in Å:
1 C 0.00 -0.14 -0.33  C2 1.490, N3 1.246, H6 1.125
2 C 1.24 -0.41 0.45  C1 1.490, F5 1.318, H7 1.170
3 N -1.00 0.19 0.34  C1 1.246, H8 1.092
4 F 2.29 1.46 0.16  no bonds
5 F 2.09 -1.23 -0.13  C2 1.318
6 H 0.05 -0.38 -1.42  C1 1.125
7 H 1.58 -0.05 1.51  C2 1.170
8 H -1.91 0.08 -0.25  N3 1.092

Output
**Orbital gap (spin up / spin down)**: 9.2 / 9.2 eV
**LUMO energy (spin up / spin down)**: -1.77 / -1.76 eV
**F_max**: 5.11 eV/A



Here is a gas-phase ion, C4H13N2 (charge +2) at a distorted geometry from the Open Molecules 2025 dataset. Energies are from wB97M-V/def2-TZVPD.

Last columns: bonded neighbours and bond lengths (Å).
Atoms and positions in Å:
1 C 0.82 0.80 0.67  N2 1.543, C4 1.596, H7 1.092, H8 1.202
2 N -0.71 0.62 0.59  C1 1.543, C3 1.432, H9 0.986, H15 1.083
3 C -1.29 1.27 1.73  N2 1.432, H10 1.063, H11 1.119, H12 1.104
4 C 1.54 -0.29 -0.25  C1 1.596, N5 1.566, H13 1.089, H14 1.028
5 N 0.47 -1.28 -0.81  C4 1.566, C6 1.451, H16 1.067
6 C -0.39 -1.32 -1.98  N5 1.451, H17 1.040, H18 1.096, H19 1.180
7 H 1.01 1.72 0.12  C1 1.092
8 H 1.20 0.53 1.78  C1 1.202
9 H -1.17 0.95 -0.22  N2 0.986
10 H -0.84 2.23 1.72  C3 1.063
11 H -2.39 1.37 1.53  C3 1.119
12 H -0.99 0.77 2.67  C3 1.104
13 H 2.19 0.14 -1.01  C4 1.089
14 H 2.13 -0.85 0.38  C4 1.028
15 H -0.61 -0.43 0.35  N2 1.083
16 H 0.58 -2.24 -0.36  N5 1.067
17 H -1.30 -1.73 -1.67  C6 1.040
18 H -0.43 -0.33 -2.43  C6 1.096
19 H 0.18 -1.93 -2.82  C6 1.180

Output
**Orbital gap (spin up / spin down)**: 13.5 / 9.2 eV
**LUMO energy (spin up / spin down)**: -7.75 / -12.82 eV
**F_max**: 5.01 eV/A
**Multiplicity**: 2
**Total charge**: +2



Here is C19H26N2O5 in the gas phase from the Open Molecules 2025 dataset. Energies are from wB97M-V/def2-TZVPD.

Last columns: bonded neighbours and bond lengths (Å).
Atoms and positions in Å:
1 C -5.01 -1.36 1.52  C2 1.524, H50 1.087, H51 1.089, H52 1.087
2 C -4.10 -0.18 1.21  C1 1.524, C3 1.530, H48 1.090, H49 1.093
3 C -2.78 -0.23 1.97  C2 1.530, C4 1.526, H46 1.092, H47 1.091
4 C -1.79 -1.26 1.41  C3 1.526, O5 1.416, H44 1.099, H45 1.097
5 O -1.25 -0.75 0.21  C4 1.416, C6 1.359
6 C -0.28 -1.46 -0.42  O5 1.359, C7 1.392, C11 1.404
7 C 0.15 -2.72 -0.01  C6 1.392, C8 1.384, H43 1.078
8 C 1.15 -3.38 -0.71  C7 1.384, C9 1.382, H42 1.080
9 C 1.72 -2.81 -1.83  C8 1.382, C10 1.384, H41 1.079
10 C 1.30 -1.56 -2.23  C9 1.384, C11 1.384, H40 1.080
11 C 0.32 -0.87 -1.54  C6 1.404, C10 1.384, C12 1.518
12 C -0.11 0.51 -2.01  C11 1.518, N13 1.453, C18 1.516, H39 1.101
13 N -1.48 0.49 -2.49  C12 1.453, C14 1.345, H38 1.009
14 C -2.55 1.04 -1.89  N13 1.345, O15 1.212, N16 1.387
15 O -3.70 0.82 -2.22  C14 1.212
16 N -2.26 1.95 -0.90  C14 1.387, C17 1.368, H37 1.010
17 C -1.01 2.20 -0.40  N16 1.368, C18 1.354, C33 1.493
18 C 0.07 1.54 -0.90  C12 1.516, C17 1.354, C19 1.459
19 C 1.42 1.70 -0.40  C18 1.459, O20 1.214, O21 1.353
20 O 1.77 2.33 0.58  C19 1.214
21 O 2.32 1.05 -1.18  C19 1.353, C22 1.417
22 C 3.66 1.03 -0.72  O21 1.417, C23 1.539, H31 1.095, H32 1.092
23 C 3.84 -0.08 0.33  C22 1.539, O24 1.403, H29 1.094, H30 1.100
24 O 5.18 -0.36 0.62  C23 1.403, C25 1.409
25 C 5.84 0.63 1.37  O24 1.409, H26 1.095, H27 1.088, H28 1.096
26 H 6.03 1.53 0.78  C25 1.095
27 H 6.80 0.20 1.67  C25 1.088
28 H 5.27 0.90 2.27  C25 1.096
29 H 3.41 -1.00 -0.06  C23 1.094
30 H 3.29 0.21 1.24  C23 1.100
31 H 3.92 2.01 -0.31  C22 1.095
32 H 4.27 0.81 -1.60  C22 1.092
33 C -0.97 3.25 0.66  C17 1.493, H34 1.090, H35 1.089, H36 1.084
34 H -1.16 4.23 0.20  C33 1.090
35 H -1.74 3.07 1.40  C33 1.089
36 H 0.01 3.27 1.14  C33 1.084
37 H -3.05 2.41 -0.48  N16 1.010
38 H -1.68 -0.23 -3.17  N13 1.009
39 H 0.54 0.79 -2.85  C12 1.101
40 H 1.75 -1.09 -3.10  C10 1.080
41 H 2.50 -3.33 -2.37  C9 1.079
42 H 1.47 -4.36 -0.37  C8 1.080
43 H -0.28 -3.20 0.85  C7 1.078
44 H -0.98 -1.42 2.14  C4 1.099
45 H -2.30 -2.21 1.23  C4 1.097
46 H -2.97 -0.48 3.02  C3 1.092
47 H -2.28 0.74 1.94  C3 1.091
48 H -3.90 -0.14 0.14  C2 1.090
49 H -4.62 0.74 1.49  C2 1.093
50 H -4.55 -2.30 1.23  C1 1.087
51 H -5.23 -1.41 2.58  C1 1.089
52 H -5.95 -1.26 0.98  C1 1.087

Output
**SMILES string**: CCCCOc1ccccc1[C@H]1NC(=O)NC(C)=C1C(=O)OCCOC
**Orbital gap**: 9.4 eV
**LUMO energy**: 0.75 eV
**F_max**: 0.75 eV/A



Values of ΔE to the lowest compared entry with this formula, charge and spin, in order: 1.914; 0.515; 4.167; 2.827; 2.666; 1.487, all in eV.